An isolated ion of composition C9H17N4O2 and charge +1 in a non-equilibrium geometry. Source: the Open Molecules 2025 dataset; level of theory: ωB97M-V/def2-TZVPD.

CARTESIAN COORDINATES (ANGSTROEM)
1 C 2.04 -0.51 -1.02
2 C 1.50 -0.57 0.36
3 C 2.63 -0.41 1.45
4 C 0.41 0.39 0.66
5 C -0.79 0.12 -0.34
6 C -0.78 1.08 -1.55
7 N -0.97 -1.22 -0.66
8 C -2.33 -1.48 -0.84
9 C -3.06 -0.44 -0.03
10 O -4.30 -0.63 0.26
11 N -2.22 0.38 0.54
12 N -2.60 1.53 1.26
13 C -0.34 -2.19 0.11
14 O -0.90 -3.24 0.37
15 N 0.90 -1.90 0.55
16 H 2.71 -1.46 -1.18
17 H 2.71 0.32 -1.07
18 H 1.34 -0.56 -1.79
19 H 3.46 -1.05 1.25
20 H 2.38 -0.64 2.39
21 H 3.17 0.42 1.28
22 H 0.18 0.25 1.72
23 H 0.82 1.41 0.62
24 H 0.10 1.44 -1.88
25 H -1.21 2.06 -1.30
26 H -1.40 0.52 -2.30
27 H -2.55 -2.58 -0.58
28 H -2.54 -1.22 -1.88
29 H -4.84 0.07 0.65
30 H -2.22 2.28 0.68
31 H -2.21 1.49 2.16
32 H 1.46 -2.76 0.72

Properties
HOMO energy: -13.11 eV
Charge: +1
LUMO level: -3.3 eV
SMILES string: CC1(C)C[C@@]2(C)N(CC(O)=[N+]2N)C(=O)N1
ΔE to the lowest compared entry with this formula, charge and spin: 5.4 kcal/mol
Spin multiplicity: 1